(1)
Formula: C28H50N6O4
Source: OMol25
Level of theory: ωB97M-V with the def2-TZVPD basis set

XYZ file:
```
88
Properties=species:S:1:pos:R:3:forces:R:3
C -0.460 4.675 -1.309 0.101 0.162 0.184
C -0.638 5.126 0.087 -0.145 0.803 4.297
N -0.713 5.373 1.253 0.171 -0.783 -5.294
H -1.395 4.653 -1.870 -0.122 -0.070 0.340
H -0.018 3.680 -1.267 -0.128 -0.025 -0.131
H 0.210 5.316 -1.882 0.118 0.175 0.323
C -4.455 4.001 0.662 -0.679 -0.053 0.033
C -4.129 2.596 0.778 0.968 -3.382 0.340
N -3.928 1.444 0.900 -0.388 2.994 -0.516
H -5.276 4.055 -0.053 0.010 0.264 -0.084
H -3.630 4.641 0.347 0.027 -0.190 0.237
H -4.861 4.291 1.631 0.199 0.374 -0.030
C -2.479 -4.179 2.711 0.106 0.091 0.600
C -2.626 -2.877 3.352 -0.134 1.715 0.325
N -2.647 -1.831 3.855 -0.019 -1.359 -0.680
H -3.375 -4.535 2.203 0.059 0.240 0.029
H -2.260 -4.843 3.548 0.145 -0.399 -0.295
H -1.624 -4.116 2.038 -0.098 -0.235 -0.028
C 2.377 -1.382 -4.466 0.081 0.077 -0.904
C 1.174 -2.069 -4.042 -0.773 -0.615 0.752
N 0.223 -2.635 -3.716 0.554 0.576 -0.248
H 2.241 -1.208 -5.533 0.149 0.164 -0.130
H 3.259 -2.017 -4.387 -0.072 0.104 0.348
H 2.512 -0.411 -3.990 0.051 -0.246 0.220
C -3.855 -2.150 -1.131 -0.125 -0.671 1.022
C -4.039 -1.693 -2.477 0.601 -0.046 2.092
N -4.297 -1.367 -3.526 -0.290 1.051 -2.603
H -3.338 -1.534 -0.395 0.253 0.542 -0.639
H -3.329 -3.104 -1.171 -0.260 -0.146 0.151
H -4.856 -2.238 -0.707 -0.025 -0.485 0.021
C -1.958 1.719 4.489 0.033 1.743 -0.297
C -1.334 3.060 4.074 0.161 0.288 0.123
N -0.957 4.130 3.793 -0.714 -2.402 0.743
H -2.950 1.734 4.038 0.064 -0.348 -0.172
H -2.137 1.717 5.564 0.294 0.096 -0.006
H -1.415 0.816 4.209 0.089 0.375 -0.167
C 1.487 -4.216 3.084 -0.093 0.218 0.196
C 2.162 -5.286 3.937 1.144 -0.844 -0.592
C 3.482 -5.575 3.119 -0.889 0.109 0.797
O 3.267 -5.030 1.839 0.634 -1.146 -1.120
C 2.403 -3.952 1.871 -0.313 0.923 1.096
H 1.366 -3.363 3.751 -0.563 0.323 -0.560
H 0.560 -4.616 2.673 -0.270 0.324 0.442
H 1.515 -6.157 4.046 0.200 -0.157 -0.204
H 2.431 -4.999 4.953 -0.136 0.355 -0.113
H 3.732 -6.632 3.028 -0.141 0.043 -0.160
H 4.323 -5.087 3.611 0.145 0.200 0.034
H 1.841 -3.809 0.948 0.040 -0.579 -0.176
H 2.960 -3.020 1.967 0.241 0.288 0.336
C -0.259 1.041 -0.218 -1.018 0.315 0.745
C -0.379 0.501 1.201 0.556 0.242 0.912
C 0.042 -0.932 1.116 -0.379 -0.075 -1.515
O 0.855 -1.007 -0.099 0.243 0.085 -0.006
C 0.283 -0.098 -1.054 -0.119 0.224 1.124
H 0.379 1.925 -0.196 -0.194 0.010 -0.321
H -1.309 1.248 -0.421 0.137 0.686 -0.855
H -1.403 0.586 1.567 0.189 0.165 0.264
H 0.336 0.978 1.871 -0.339 0.449 0.072
H -0.851 -1.526 0.921 -0.013 -0.544 0.266
H 0.551 -1.236 2.031 0.348 -0.443 -0.529
H -0.525 -0.569 -1.614 -0.104 -0.409 -0.145
H 0.981 0.342 -1.766 0.628 -0.752 0.043
C 5.133 0.376 1.554 0.030 0.178 1.357
C 3.802 0.735 0.973 -1.058 -0.628 -0.165
C 4.177 1.817 -0.044 -0.850 -2.397 0.235
O 5.394 2.287 0.416 1.242 2.436 -1.834
C 5.788 1.731 1.630 -0.433 -0.423 0.499
H 5.721 -0.231 0.866 -0.052 -0.296 0.243
H 5.040 -0.028 2.562 0.162 -0.572 -0.196
H 3.113 1.093 1.738 0.097 0.234 0.171
H 3.313 -0.134 0.533 -0.104 0.078 -0.226
H 3.331 2.485 -0.206 0.437 0.889 0.297
H 4.308 1.268 -0.977 0.314 0.282 -0.509
H 5.394 2.401 2.394 0.052 -0.343 0.647
H 6.862 1.607 1.766 0.096 0.545 -0.519
C -2.697 1.419 -5.171 -1.636 -0.289 -0.057
C -1.494 2.051 -5.846 -0.469 -0.781 0.332
C -0.994 3.027 -4.794 -0.516 -0.178 -1.559
O -1.741 2.799 -3.587 0.729 -0.370 -0.011
C -2.473 1.570 -3.678 0.006 0.426 -1.129
H -2.981 0.400 -5.434 0.534 -0.114 0.027
H -3.618 1.969 -5.367 0.003 0.303 -0.220
H -1.805 2.515 -6.783 0.442 -0.034 0.052
H -0.719 1.295 -5.971 -0.115 0.023 -0.528
H -1.036 4.067 -5.118 -0.503 0.394 0.705
H 0.079 2.837 -4.806 0.421 0.111 1.590
H -3.356 1.513 -3.042 0.277 0.506 0.278
H -1.787 0.777 -3.383 0.697 -0.369 0.533
```
Positions in Å, forces in eV/Å.

Output
LUMO energy (spin up / spin down) = -2.95 / -9.16 eV
Maximum force = 5.35 eV/A
Multiplicity = 2
Electronic energy = -1725.8357 Eh
Gap between HOMO and LUMO (spin up / spin down) = 8.182 / 1.970 eV
HOMO (spin up / spin down) = -11.131 / -11.131 eV
Charge = +1
<S²> = 0.7546

***

(2)
Formula: C28H50N7O3PbS
Source: OMol25
Level of theory: ωB97M-V with the def2-TZVPD basis set

XYZ file:
```
90
Properties=species:S:1:pos:R:3:forces:R:3
Pb -0.755 -0.051 0.071 0.613 0.698 0.128
C 3.514 -0.827 3.912 0.538 0.003 -0.016
N 2.143 -0.468 3.612 -0.126 -0.057 -0.103
C 1.341 -0.128 4.776 -0.414 0.119 0.227
C 1.646 -0.362 2.395 0.122 -0.024 -0.048
O 0.460 -0.018 2.196 -0.273 -0.074 -0.458
C 2.571 -0.662 1.214 0.184 -0.015 0.097
O 1.905 -0.287 0.026 -0.444 -0.039 -0.057
C 2.538 -0.722 -1.157 0.221 -0.020 -0.042
C 1.613 -0.467 -2.346 0.068 -0.015 -0.033
O 0.438 -0.085 -2.173 -0.032 -0.031 0.283
N 2.104 -0.676 -3.555 -0.153 -0.077 0.051
C 3.468 -1.065 -3.842 0.559 -0.008 -0.008
C 1.282 -0.442 -4.727 -0.371 0.099 -0.216
H 3.540 -1.327 4.878 -0.022 -0.022 -0.077
H 4.142 0.064 3.979 0.007 -0.016 0.003
H 3.934 -1.503 3.172 -0.016 -0.037 -0.019
H 1.301 -0.980 5.456 0.027 0.035 -0.045
H 0.334 0.132 4.464 0.086 0.000 0.071
H 1.797 0.716 5.296 -0.015 -0.032 -0.003
H 2.809 -1.737 1.199 -0.001 0.171 0.028
H 3.507 -0.093 1.314 -0.126 -0.153 0.020
H 2.755 -1.801 -1.099 0.032 0.157 -0.032
H 3.484 -0.179 -1.294 -0.097 -0.145 -0.028
H 3.892 -1.690 -3.062 -0.004 -0.041 0.041
H 4.102 -0.187 -3.979 0.028 0.008 0.011
H 3.482 -1.631 -4.770 -0.015 -0.043 0.046
H 0.261 -0.236 -4.419 0.076 -0.013 -0.080
H 1.291 -1.327 -5.362 0.020 -0.008 -0.007
H 1.672 0.401 -5.296 0.023 0.016 -0.025
C -6.342 -1.008 -0.876 -0.333 0.024 -0.213
N -5.192 -1.026 0.008 -0.151 0.194 0.221
C -4.466 -2.274 0.020 0.250 -0.456 0.138
C -4.793 0.009 0.743 0.794 0.067 0.405
S -3.173 0.053 1.396 -0.484 0.106 0.133
N -5.606 1.014 1.072 -0.061 -0.227 -0.308
C -5.081 2.260 1.592 0.183 0.348 0.136
C -7.020 0.817 1.352 -0.474 -0.073 0.002
H -6.061 -1.475 -1.820 0.040 0.003 0.013
H -6.660 0.009 -1.076 -0.013 0.085 0.007
H -7.178 -1.570 -0.461 -0.039 -0.001 -0.004
H -5.183 -3.093 0.013 -0.036 -0.036 -0.083
H -3.864 -2.344 0.923 -0.051 -0.050 -0.094
H -3.815 -2.362 -0.851 0.017 -0.024 -0.076
H -4.189 2.551 1.046 0.026 0.058 0.038
H -4.835 2.173 2.650 0.038 0.012 0.048
H -5.842 3.026 1.476 -0.083 0.039 -0.059
H -7.267 -0.239 1.383 -0.019 0.001 -0.032
H -7.647 1.329 0.622 -0.042 -0.051 0.010
H -7.233 1.236 2.336 0.028 -0.022 -0.014
C -2.781 1.554 -2.374 -0.341 -0.668 -0.384
N -2.193 2.779 -2.804 -0.125 0.331 1.233
C -3.001 3.962 -2.692 -0.471 0.417 -0.655
C -0.786 2.928 -2.728 1.015 -0.361 -0.511
C -0.306 3.394 -1.342 -0.281 0.734 -0.310
C 0.042 4.748 -1.204 -0.097 -0.409 -0.120
C 0.511 5.208 0.007 0.150 0.513 -0.035
C 0.633 4.367 1.094 0.030 -0.401 0.251
C 0.285 3.016 0.987 0.165 0.504 0.223
C -0.177 2.645 -0.234 -0.302 -0.746 -0.112
H -3.770 1.455 -2.827 -0.005 0.029 0.134
H -2.900 1.506 -1.275 0.032 0.278 -0.067
H -2.164 0.718 -2.701 0.087 -0.036 0.035
H -4.011 3.744 -3.030 -0.045 -0.028 0.024
H -2.589 4.751 -3.317 0.082 0.062 0.042
H -3.058 4.329 -1.659 0.188 -0.195 0.051
H -0.461 3.678 -3.455 -0.102 -0.079 0.098
H -0.296 1.973 -2.939 -0.199 0.055 -0.105
H -0.034 5.390 -2.068 0.051 0.223 -0.063
H 0.804 6.244 0.095 -0.007 0.070 0.041
H 1.000 4.725 2.042 0.041 0.173 0.104
H 0.376 2.355 1.831 -0.032 -0.156 0.145
N -0.548 -2.356 -0.033 0.117 -0.559 -0.008
C -0.340 -3.499 0.052 -0.183 0.999 -0.133
N -0.115 -4.746 0.143 0.036 -0.641 0.031
C -0.944 -5.609 0.988 -0.304 -0.413 0.665
C -0.044 -6.490 1.848 -0.114 -0.105 -0.181
C 0.925 -7.278 0.972 0.105 0.218 0.186
C 1.755 -6.323 0.120 -0.188 -0.115 -0.117
C 0.845 -5.433 -0.721 0.651 -0.280 -0.314
H -1.565 -6.231 0.333 0.007 0.106 0.031
H -1.590 -4.986 1.609 0.031 -0.020 -0.148
H -0.669 -7.171 2.425 -0.042 0.041 0.050
H 0.512 -5.868 2.552 -0.019 0.034 0.056
H 0.369 -7.959 0.327 -0.012 -0.106 -0.025
H 1.584 -7.875 1.601 -0.023 -0.097 -0.048
H 2.405 -6.886 -0.547 0.074 0.045 -0.059
H 2.385 -5.707 0.764 0.063 0.072 0.011
H 0.284 -6.045 -1.435 0.012 0.104 0.006
H 1.423 -4.689 -1.273 -0.132 -0.028 0.003
```
Positions in Å, forces in eV/Å.

Output
LUMO energy (spin up / spin down) = -8.88 / -10.64 eV
Maximum force = 1.28 eV/A
Electronic energy = -2296.0154 Eh
Energy above the lowest of the compared OMol25 structures with the same formula, charge and spin = 302.49 kJ/mol
Gap between HOMO and LUMO (spin up / spin down) = 6.870 / 4.623 eV
HOMO (spin up / spin down) = -15.750 / -15.264 eV
Charge = +3